Entry 1:
Computed, not measured: a structure of composition C34H31N6O6PtS, with ωB97M-V/def2-TZVPD.

Properties
Expectation value of S²: 6.045
Energy relative to the best compared isomer or geometry (same formula, charge and spin) (eV): 0.8728
Max |F| (eV/Å): 0.49
Kohn-Sham gap (spin up / spin down) (eV): 7.7 / 6.4
HOMO (spin up / spin down) (eV): -10.15 / -11.66
Multiplicity: 5
Total charge: +1

Each line ends with the Löwdin spin population.
Geometry (Å):
Pt1 -2.212 1.006 1.436  1.7771
C1 0.695 1.046 2.845  0.0012
C2 -0.023 2.256 3.440  0.0013
C3 -0.314 3.261 2.363  0.0106
C4 0.123 4.573 2.421  0.0059
C5 -0.141 5.428 1.364  -0.0039
C6 -0.831 4.952 0.261  0.0054
C7 -1.243 3.635 0.264  0.0099
N1 -0.977 2.816 1.289  0.1400
N2 -0.240 -0.003 2.346  0.0907
C8 0.415 -0.829 1.290  0.0095
C9 -0.738 -0.525 -0.843  0.1754
C10 -0.623 -0.729 -2.330  0.0659
C11 -1.904 -1.223 -2.920  0.2490
C12 -3.034 -1.315 -2.181  0.0173
C13 -3.021 -0.967 -0.825  0.3470
N3 -1.863 -0.603 -0.193  0.0861
C14 -0.630 -0.904 3.463  0.0049
C15 -2.060 -0.795 3.921  0.0112
C16 -2.445 -1.286 5.158  0.0049
C17 -3.789 -1.271 5.496  -0.0026
C18 -4.708 -0.759 4.592  0.0051
C19 -4.250 -0.256 3.392  0.0089
N4 -2.951 -0.291 3.071  0.1385
H1 1.369 0.589 3.575  0.0023
H2 1.306 1.368 2.007  0.0000
H3 0.614 2.721 4.193  -0.0002
H4 -0.953 1.971 3.942  -0.0009
H5 0.659 4.915 3.295  0.0009
H6 0.185 6.458 1.404  -0.0002
H7 -1.074 5.586 -0.578  0.0010
H8 -1.827 3.225 -0.549  0.0010
H9 -0.117 -1.777 1.255  -0.0002
H10 1.458 -1.006 1.564  0.0036
H11 -0.311 0.215 -2.799  0.0299
H12 -1.885 -1.510 -3.962  0.0111
H13 -3.959 -1.656 -2.623  -0.0054
H14 -3.910 -0.959 -0.214  0.0162
H15 0.033 -0.752 4.316  0.0008
H16 -0.485 -1.942 3.154  0.0002
H17 -1.699 -1.671 5.839  0.0010
H18 -4.113 -1.646 6.457  -0.0001
H19 -5.764 -0.722 4.815  0.0009
H20 -4.921 0.211 2.682  0.0003
O1 -5.760 2.321 1.915  0.0385
S1 -4.437 2.718 1.547  -0.0004
O2 -4.240 3.973 0.888  0.0421
O3 -3.890 1.588 0.510  0.4293
O4 -3.437 2.479 2.660  0.1586
O5 2.270 0.961 0.226  0.0062
C20 1.593 0.311 -0.538  0.0063
N5 1.892 0.178 -1.864  0.0064
C21 1.923 -1.140 -2.527  0.0039
C22 0.517 -1.734 -2.554  0.0282
O6 0.303 -2.893 -2.765  0.0044
N6 0.414 -0.330 -0.076  0.0514
C23 2.941 -2.024 -1.811  0.0010
C24 4.295 -1.822 -2.055  0.0001
C25 5.254 -2.512 -1.331  0.0001
C26 4.869 -3.416 -0.352  -0.0001
C27 3.521 -3.626 -0.105  0.0001
C28 2.560 -2.933 -0.829  0.0001
C29 2.233 -0.939 -4.012  0.0004
C30 2.601 -2.052 -4.767  0.0003
C31 2.845 -1.924 -6.122  0.0000
C32 2.720 -0.685 -6.741  0.0005
C33 2.342 0.419 -5.998  0.0000
C34 2.092 0.294 -4.636  0.0008
H21 2.725 0.720 -2.065  0.0001
H22 4.607 -1.126 -2.826  0.0000
H23 6.303 -2.346 -1.536  0.0000
H24 5.616 -3.962 0.208  0.0000
H25 3.212 -4.345 0.642  0.0000
H26 1.514 -3.141 -0.644  0.0001
H27 2.692 -3.018 -4.288  0.0000
H28 3.134 -2.792 -6.699  0.0000
H29 2.916 -0.586 -7.800  0.0000
H30 2.237 1.385 -6.473  0.0000
H31 1.785 1.168 -4.077  0.0001

Forces on the atoms, in the same order (eV/Å):
Pt -0.176 -0.342 0.303
C -0.052 0.001 -0.039
C 0.004 0.023 0.035
C 0.018 0.017 0.030
C -0.014 -0.051 0.020
C -0.019 -0.007 -0.033
C 0.010 -0.008 0.020
C 0.021 0.048 0.033
N 0.014 0.013 -0.203
N 0.076 -0.057 0.029
C -0.002 -0.006 -0.005
C 0.080 -0.048 -0.067
C -0.065 -0.019 0.034
C -0.035 0.012 0.059
C 0.007 -0.036 -0.077
C -0.014 0.008 0.066
N 0.115 0.193 -0.001
C -0.010 -0.004 -0.041
C 0.016 -0.055 0.010
C -0.015 -0.003 -0.011
C 0.028 0.013 -0.023
C -0.007 0.004 -0.035
C -0.058 0.021 0.051
N 0.140 0.034 -0.031
H -0.003 0.025 0.025
H 0.006 -0.023 -0.008
H -0.001 -0.005 -0.005
H 0.002 0.008 0.008
H 0.004 0.005 -0.002
H -0.001 0.004 -0.005
H -0.002 0.006 0.002
H 0.004 -0.002 -0.004
H -0.002 0.012 0.008
H -0.009 -0.006 -0.004
H 0.004 -0.009 -0.024
H 0.009 0.008 -0.008
H 0.001 0.001 -0.004
H -0.017 -0.012 -0.032
H -0.018 0.024 0.013
H 0.022 0.005 0.000
H -0.006 -0.010 0.005
H -0.001 -0.003 0.002
H 0.000 0.003 0.008
H -0.015 -0.003 0.006
O -0.017 -0.014 0.020
S 0.145 -0.077 -0.049
O -0.017 -0.018 0.007
O -0.122 0.161 0.009
O -0.016 0.104 -0.114
O 0.000 -0.031 0.006
C 0.035 0.008 0.085
N -0.030 0.060 -0.117
C 0.059 -0.008 0.040
C 0.014 0.004 0.032
O -0.021 0.010 -0.007
N -0.086 0.056 -0.002
C -0.028 -0.042 -0.004
C 0.019 0.016 -0.001
C -0.001 0.014 -0.008
C -0.019 -0.013 0.015
C 0.032 -0.009 0.014
C -0.024 -0.023 0.004
C 0.040 -0.010 -0.031
C -0.004 0.009 0.008
C -0.004 0.006 0.001
C 0.004 -0.007 -0.003
C -0.002 0.021 -0.019
C -0.020 -0.002 0.010
H 0.002 -0.002 -0.006
H -0.004 0.000 0.000
H 0.002 0.000 0.000
H 0.002 -0.001 0.002
H 0.004 -0.002 0.002
H 0.010 0.016 -0.009
H 0.000 -0.002 0.002
H 0.002 -0.003 0.000
H 0.000 0.001 -0.001
H 0.002 -0.002 -0.003
H 0.005 0.000 0.014

=====

Entry 2:
Computed, not measured: a structure of composition C34H32AlN3OP at a distorted geometry, with ωB97M-V/def2-TZVPD.

Properties
Energy relative to the best compared isomer or geometry (same formula, charge and spin) (eV): 10.4492
Max |F| (eV/Å): 1.29
Kohn-Sham gap (eV): 5.5
HOMO (eV): -15.65
Total charge: +3

Each line ends with the Mulliken charge.
Geometry (Å):
Al1 0.586 0.034 0.453  -1.2348
C1 2.600 -1.187 -0.500  -0.9244
C2 3.467 -0.018 -0.991  0.4577
C3 4.938 -0.447 -0.983  -1.6103
C4 3.257 1.207 -0.095  -0.4158
C5 3.613 2.583 -0.682  -0.5145
O1 2.318 3.279 -0.772  -0.2836
C6 1.393 2.548 -0.229  0.6187
N1 1.823 1.372 0.171  0.6231
C7 -0.185 2.747 -0.443  0.2731
C8 0.605 5.181 -0.119  -0.1267
C9 -0.418 6.298 0.003  -1.1000
C10 -1.721 6.016 0.136  -0.7419
C11 -2.206 4.664 0.200  0.5775
C12 -1.566 3.493 0.073  -0.0996
P1 -2.354 1.902 0.228  0.7735
C13 -3.046 1.254 -1.264  1.1743
C14 -4.400 1.517 -1.502  -0.4423
C15 -4.968 1.124 -2.705  -0.7973
C16 -4.195 0.468 -3.656  -0.5955
C17 -2.852 0.199 -3.417  -0.9208
C18 -2.271 0.599 -2.226  -0.4974
C19 -3.321 1.504 1.622  1.0406
C20 -3.336 2.352 2.737  -0.1373
C21 -4.137 2.024 3.813  -0.9253
C22 -4.904 0.861 3.779  -0.5536
C23 -4.885 0.020 2.671  -0.9220
C24 -4.105 0.341 1.575  -0.5930
H1 2.820 -2.128 -1.003  0.6311
H2 1.511 -1.067 -0.793  0.0802
H3 2.700 -1.363 0.580  0.3038
H4 3.168 0.233 -2.013  0.3490
H5 5.221 -0.867 -0.012  0.4362
H6 5.589 0.409 -1.180  0.3906
H7 5.135 -1.193 -1.752  0.4501
H8 3.779 1.045 0.850  0.5183
H9 4.032 2.555 -1.684  0.4353
H10 4.252 3.175 -0.036  0.2859
H11 1.590 5.637 -0.212  0.8751
H12 -0.081 7.327 -0.070  0.5437
H13 -2.452 6.810 0.203  0.5411
H14 -3.270 4.555 0.410  0.5353
H15 -5.009 2.010 -0.752  0.4835
H16 -6.015 1.320 -2.897  0.4677
H17 -4.643 0.161 -4.593  0.4424
H18 -2.265 -0.323 -4.163  0.4723
H19 -1.222 0.400 -2.053  0.1812
H20 -2.733 3.254 2.752  0.3405
H21 -4.175 2.676 4.677  0.5147
H22 -5.533 0.614 4.625  0.4710
H23 -5.496 -0.874 2.654  0.5013
H24 -4.112 -0.291 0.694  0.5156
C25 -0.184 -1.386 4.232  -0.8785
C26 -0.067 -0.093 4.819  -0.6560
C27 -0.040 1.032 4.054  -0.8489
C28 -0.165 0.925 2.645  0.8577
N2 -0.138 -0.351 2.095  0.7289
C29 -0.184 -1.481 2.891  -0.2993
C30 -0.261 1.987 1.730  0.8480
C31 0.350 3.319 1.961  -0.3193
C32 0.683 4.465 1.290  -1.9193
C33 0.270 4.628 -1.543  -0.9422
C34 -0.213 3.411 -1.814  -0.8753
N3 -0.639 1.495 0.281  0.1880
H25 -0.254 -2.275 4.843  0.5060
H26 -0.004 -0.005 5.897  0.5288
H27 0.030 2.008 4.516  0.5232
H28 -0.224 -2.430 2.373  0.5463
H29 0.657 3.374 2.999  0.3774
H30 1.145 5.184 1.960  0.5191
H31 0.426 5.349 -2.339  0.5602
H32 -0.532 3.008 -2.766  0.6869

Forces on the atoms, in the same order (eV/Å):
Al -0.073 1.036 0.770
C 0.101 0.253 0.151
C 0.077 -0.076 -0.018
C 0.016 -0.003 0.005
C -0.053 0.068 0.028
C -0.027 -0.048 0.021
O 0.081 -0.105 0.017
C -0.058 0.051 0.001
N -0.046 -0.366 -0.234
C -0.021 0.240 0.120
C -0.273 0.082 0.012
C 0.015 -0.140 -0.024
C 0.094 0.021 -0.054
C 0.097 0.151 0.091
C 0.140 -0.227 0.175
P 0.331 0.034 -0.280
C -0.029 -0.005 0.020
C -0.031 -0.063 -0.030
C -0.004 -0.002 0.030
C -0.029 0.010 -0.023
C 0.042 -0.034 -0.020
C -0.191 0.032 -0.025
C -0.017 0.088 -0.094
C 0.006 0.011 0.101
C -0.012 0.026 0.053
C 0.007 -0.001 0.006
C -0.024 -0.018 -0.020
C -0.057 -0.033 0.115
H -0.034 -0.077 -0.021
H -0.249 -0.158 -0.269
H 0.018 -0.048 0.053
H -0.034 0.004 -0.016
H -0.015 0.060 -0.073
H -0.038 -0.056 -0.008
H -0.021 0.030 0.058
H 0.003 0.005 0.052
H -0.041 0.005 -0.086
H -0.011 0.063 0.049
H -0.011 0.046 -0.045
H -0.016 -0.053 0.045
H 0.023 -0.012 0.016
H 0.038 0.015 -0.021
H 0.023 -0.013 -0.075
H 0.053 0.005 0.009
H 0.008 0.004 0.041
H -0.027 0.035 0.043
H 0.158 -0.010 -0.009
H -0.032 -0.058 -0.006
H -0.011 -0.038 -0.038
H 0.016 0.006 -0.023
H 0.018 0.032 0.013
H 0.007 0.018 0.056
C -0.009 0.030 0.219
C 0.022 -0.041 0.040
C -0.025 0.103 0.123
C 0.069 -0.039 -0.213
N 0.187 -0.530 -0.297
C -0.010 0.057 -0.159
C 0.078 0.196 -0.058
C -0.252 -0.083 -0.272
C -0.055 0.019 -0.118
C 0.067 0.054 0.098
C -0.014 -0.186 0.086
N -0.035 -0.403 -0.162
H 0.024 0.045 -0.008
H -0.013 -0.004 -0.058
H -0.054 -0.040 -0.023
H -0.013 0.026 -0.020
H 0.012 -0.037 0.068
H 0.045 0.001 -0.047
H 0.005 -0.011 0.081
H 0.088 0.053 0.080

=====

Entry 3:
Computed, not measured: a structure of composition C34H32Br6N6O8 at a distorted geometry, with ωB97M-V/def2-TZVPD.

Properties
Energy relative to the best compared isomer or geometry (same formula, charge and spin) (eV): 3.1195
Max |F| (eV/Å): 4.03
Kohn-Sham gap (eV): 7.2
HOMO (eV): -8.35

Each line ends with the Mulliken charge.
Geometry (Å):
N1 6.566 18.049 -2.628  0.5381
C1 5.941 18.937 -1.790  -0.7753
C2 4.940 19.458 -2.549  0.1177
C3 4.801 18.680 -3.737  -0.5622
C4 5.812 17.808 -3.743  -0.7620
H1 7.336 17.425 -2.433  -0.1482
H2 6.402 19.354 -0.906  0.3155
H3 4.263 20.239 -2.234  0.4482
H4 3.940 18.724 -4.387  0.3821
H5 5.926 16.942 -4.378  0.4827
N2 9.514 21.548 -5.402  0.2051
C5 8.736 20.792 -4.537  -1.0866
C6 8.535 21.561 -3.359  -0.2757
C7 9.399 22.657 -3.522  -1.0085
C8 9.957 22.701 -4.835  -0.7764
H6 9.674 21.286 -6.364  0.1876
H7 8.394 19.845 -4.928  1.0117
H8 7.979 21.342 -2.459  0.8135
H9 9.360 23.449 -2.789  0.4422
H10 10.395 23.487 -5.433  0.4639
C9 3.526 21.590 -7.065  -0.2899
Br1 2.600 23.312 -7.409  -0.0393
Br2 2.467 20.110 -6.457  -0.0400
Br3 4.932 21.930 -5.683  0.0202
H11 4.121 21.280 -7.924  0.2887
C10 9.473 17.813 0.050  -0.4358
Br4 9.144 19.670 -0.360  0.0609
Br5 9.143 16.488 -1.418  -0.1531
Br6 8.500 17.260 1.696  -0.0735
H12 10.515 17.757 0.364  0.5573
C11 5.651 17.393 -7.694  -0.4975
C12 5.504 16.922 -9.039  -0.7031
C13 5.624 17.811 -10.099  -0.3388
C14 6.044 19.215 -9.853  -0.1147
C15 6.279 19.583 -8.549  -0.6174
C16 5.994 18.739 -7.456  0.4228
N3 6.249 20.130 -11.038  0.8738
O1 5.908 19.727 -12.187  -0.5333
O2 6.569 21.338 -10.790  -0.5489
H13 5.428 16.762 -6.847  0.3392
H14 5.170 15.909 -9.204  0.3928
H15 5.384 17.521 -11.111  0.4644
H16 6.365 20.655 -8.458  0.6030
H17 5.948 19.196 -6.478  0.2702
C17 7.012 20.527 2.419  0.2991
C18 7.774 20.202 3.561  -0.7275
C19 7.830 21.149 4.575  -0.3492
C20 7.196 22.352 4.388  0.0190
C21 6.516 22.612 3.250  -0.0934
C22 6.285 21.669 2.254  -0.7775
N4 7.184 23.356 5.455  0.9759
O3 7.514 22.928 6.551  -0.5866
O4 6.795 24.457 5.174  -0.5848
H18 6.862 19.874 1.572  0.3557
H19 8.301 19.277 3.741  0.1885
H20 8.488 20.946 5.407  0.4168
H21 5.885 23.486 3.312  0.4727
H22 5.698 21.835 1.363  0.3454
C23 1.086 21.435 -2.096  -0.4685
C24 0.844 21.686 -0.735  -0.5715
C25 1.741 22.489 -0.087  -0.5706
C26 2.985 22.803 -0.621  0.4674
C27 3.258 22.484 -1.914  -0.8366
C28 2.256 21.936 -2.645  0.2708
N5 3.962 23.649 0.130  0.9329
O5 4.881 24.283 -0.469  -0.5616
O6 3.949 23.637 1.367  -0.5396
H23 0.354 20.997 -2.757  0.4205
H24 -0.016 21.230 -0.267  0.4247
H25 1.510 22.947 0.864  0.4245
H26 4.184 22.749 -2.401  0.5156
H27 2.402 21.724 -3.694  0.1527
C29 12.996 19.451 -3.633  -0.6703
C30 11.645 19.549 -3.405  -0.8428
C31 10.720 18.616 -3.857  0.7921
C32 11.161 17.479 -4.586  -0.4712
C33 12.567 17.310 -4.691  -0.3459
C34 13.484 18.294 -4.310  -0.4925
N6 10.181 16.410 -5.046  0.9183
O7 8.995 16.799 -5.163  -0.4675
O8 10.585 15.330 -5.453  -0.5800
H28 13.762 20.094 -3.226  0.4131
H29 11.211 20.379 -2.867  0.3189
H30 9.693 18.717 -3.536  0.6778
H31 12.984 16.426 -5.150  0.4315
H32 14.493 18.122 -4.655  0.3823

Forces on the atoms, in the same order (eV/Å):
N 0.602 -1.876 0.066
C 0.937 0.970 -1.238
C -1.606 0.200 0.421
C -1.552 1.367 0.354
C 0.572 -0.668 -0.070
H -0.258 0.439 0.379
H -0.046 -0.357 -0.022
H 0.095 -0.125 -0.022
H 0.300 0.027 -0.185
H 0.565 0.143 0.050
N -0.294 -0.810 0.165
C -0.462 1.442 -0.080
C 1.574 -1.459 -1.960
C -0.097 1.731 -0.950
C -1.573 -0.594 2.158
H 0.069 -0.047 0.259
H -0.330 0.038 0.364
H -0.063 -0.218 -0.299
H 0.555 0.236 -0.173
H 0.247 -0.148 0.342
C 0.956 0.865 0.858
Br 0.336 -1.363 0.077
Br -0.265 0.393 -0.383
Br -0.470 -0.077 -0.539
H -0.559 0.203 -0.048
C -0.218 -0.533 0.687
Br 0.182 -0.649 -0.208
Br 0.696 0.775 1.207
Br 0.326 0.103 -1.018
H -0.228 -0.219 -0.504
C 0.265 1.171 -0.902
C -0.117 1.312 1.013
C 0.846 2.297 0.222
C -0.219 -3.922 -0.914
C -1.189 1.055 -0.449
C -0.186 -0.759 -1.202
N -1.388 2.147 -1.019
O 1.300 0.747 3.295
O -0.518 -3.621 -0.574
H 0.036 -0.188 -0.072
H 0.089 -0.039 -0.124
H 0.157 -0.067 -0.037
H 0.700 0.171 0.639
H 0.258 -0.275 0.231
C -0.100 -1.850 -0.704
C -0.644 1.105 -0.056
C 1.110 -0.910 -0.242
C 0.616 -0.360 0.176
C -2.877 1.236 -0.444
C 1.520 0.805 1.077
N 0.043 -1.451 0.080
O -0.020 0.870 -0.010
O 0.050 0.770 0.462
H 0.494 -0.827 0.277
H -0.092 -0.061 -0.511
H -0.350 0.160 0.330
H 0.259 0.452 -0.527
H -0.069 0.173 0.230
C 0.104 0.832 0.721
C -0.148 -0.639 -1.513
C 0.794 0.680 1.772
C -0.212 1.048 0.392
C 1.046 0.903 -0.573
C -0.878 -1.677 -1.440
N 2.781 1.052 0.869
O -2.733 -1.795 0.435
O -0.996 -0.274 -1.512
H -0.040 -0.327 0.198
H -0.177 0.506 0.219
H -0.020 -0.413 0.365
H 0.131 0.091 0.170
H 0.256 0.170 -0.168
C 1.384 -1.942 -0.738
C -0.602 0.412 0.175
C 0.225 -1.719 -0.680
C 0.994 0.499 1.647
C -0.718 -0.128 -0.813
C -1.922 0.324 0.065
N -0.771 1.261 -1.350
O 1.866 -0.772 0.730
O -0.109 1.082 0.934
H -0.380 0.590 -0.044
H 0.190 0.203 0.152
H -0.010 -0.010 -0.339
H -0.278 -0.173 -0.187
H 0.257 0.283 0.581